104
Properties=species:S:1:pos:R:3:forces:R:3:lowdin_charge:R:1 method="wB97M-V/def2-TZVPD" charge=0 total_energy_ev=-49434.272 smiles="NC(N)=O.CC(C)O.CC(C)O.CC(C)O.CC(C)O.CC(C)O.CC(C)O.CC(C)O.CO.CO" e_lumo_ev=-0.103
N -0.1524 4.3735 0.7333 4.460 -6.509 1.459 0.207
C -0.8821 5.2308 0.2191 -1.279 10.034 5.268 -0.678
N -1.2269 5.0307 -1.0032 -2.397 1.811 -3.701 0.172
O -1.1380 6.3947 0.9335 0.285 -5.010 -3.687 -0.132
H 0.3197 4.4240 1.6106 -0.286 0.596 0.365 0.133
H 0.1943 3.6048 0.1268 -0.360 0.521 1.009 0.111
H -1.6695 5.8861 -1.3338 0.042 -0.591 -0.587 0.155
H -0.8403 4.3478 -1.6325 0.392 -0.134 -0.042 0.089
C -1.8309 -2.7085 -1.1054 0.326 -1.360 -0.409 -0.032
C -2.3480 -1.9865 -2.2822 0.702 4.536 3.274 -0.666
C -1.3274 -1.2157 -2.9992 2.727 2.068 2.193 -0.021
O -2.8753 -2.7588 -3.1454 -5.472 -5.733 -3.513 0.027
H -1.0429 -3.3508 -1.4103 0.665 -1.025 -0.524 0.066
H -2.6028 -3.3335 -0.7022 -0.541 -0.259 0.509 0.096
H -1.3807 -2.1400 -0.3672 0.410 1.585 1.556 0.033
H -3.1206 -1.3306 -1.8470 0.062 0.526 -0.283 0.130
H -0.3668 -1.7135 -2.7525 -0.257 0.345 -0.877 0.067
H -1.2748 -0.2847 -2.4156 0.444 0.180 -0.051 0.077
H -1.3901 -0.8418 -4.0054 -0.611 -0.715 -0.601 0.096
H -3.7006 -3.0833 -2.6794 1.114 -0.178 -1.513 0.153
C 2.2006 2.2548 -5.3728 -2.118 -2.607 0.324 0.006
C 2.2533 1.2359 -4.2532 9.159 0.648 -0.355 -0.586
C 2.9638 1.8192 -3.0218 0.385 1.119 -0.264 -0.026
O 1.1657 0.8384 -3.7661 -9.349 -1.472 1.347 -0.026
H 1.3570 2.8437 -5.1293 -1.194 0.839 -0.200 0.072
H 2.0615 1.7008 -6.2738 -0.608 -0.094 -0.950 0.080
H 2.9771 2.8929 -5.5489 2.528 1.358 0.228 0.055
H 2.8370 0.2678 -4.4793 -0.020 1.561 -0.625 0.164
H 3.9234 2.2243 -3.2284 1.040 0.546 -0.338 0.069
H 3.1584 0.9995 -2.3638 -0.233 -0.421 0.910 0.048
H 2.3688 2.6475 -2.5623 0.219 -0.770 -0.238 0.104
H 1.1470 -0.0435 -3.4073 0.342 -0.594 0.192 0.071
C -2.1442 1.9344 4.9483 -0.269 -0.375 -0.116 -0.029
C -1.9514 0.4179 4.5425 8.515 5.641 -1.000 -0.646
C -0.6854 -0.1098 5.3097 1.774 0.464 -0.392 -0.045
O -2.9262 -0.3291 4.6322 -8.563 -6.588 0.896 0.021
H -1.6608 2.6195 4.2485 0.984 -0.342 0.170 0.047
H -1.8224 2.2061 6.0046 -0.877 -0.426 -1.285 0.097
H -3.1507 2.2045 4.6265 -0.577 -0.091 1.070 0.071
H -1.7458 0.4305 3.4665 1.264 0.742 -0.112 0.073
H 0.2191 0.6054 5.2441 -1.501 -0.800 0.206 0.094
H -0.2788 -1.0546 4.9101 -0.396 0.124 -0.268 0.043
H -0.8615 -0.3587 6.3656 -0.322 0.500 -0.155 0.075
H -2.9096 -1.1054 3.9933 -0.097 1.174 1.528 0.105
C 1.1160 1.0566 2.3638 -1.304 2.422 1.540 -0.009
C 1.2966 0.9249 0.9088 1.501 -9.117 3.795 -0.632
C 0.4856 -0.1883 0.2270 -0.923 -0.148 1.861 0.002
O 1.1952 1.9158 0.1859 -3.013 10.737 -1.617 0.061
H 1.1784 0.1029 2.8805 0.579 0.170 0.108 0.068
H 0.1001 1.3918 2.5418 -0.526 -0.011 0.224 0.046
H 1.7052 1.9483 2.8174 -0.328 -1.901 -0.709 0.135
H 2.3123 0.6364 0.8686 1.935 -1.231 -0.059 0.118
H 0.6075 -0.3576 -0.8221 0.374 0.547 -0.803 0.067
H -0.5542 0.0107 0.4500 -0.445 0.248 -0.429 0.062
H 0.6392 -1.1223 0.6857 0.473 -1.492 0.765 0.048
H 1.6066 1.6666 -0.5587 2.035 -0.296 -4.854 0.039
C -2.4335 1.7990 1.4465 1.688 0.060 -1.020 -0.004
C -2.6249 2.2421 -0.0526 2.782 -7.625 0.668 -0.605
C -3.3767 1.1605 -0.8240 -0.118 0.749 2.146 -0.019
O -3.1649 3.3144 -0.3791 -4.873 7.839 -0.463 0.033
H -2.0339 0.7623 1.4707 -0.044 0.643 -0.264 0.047
H -3.3307 1.7006 1.9810 -1.575 0.321 0.689 0.066
H -1.7164 2.4249 2.0319 -0.683 -0.256 -0.634 0.069
H -1.6918 2.2701 -0.5685 1.906 -0.864 0.333 0.096
H -4.3364 1.0887 -0.3554 -0.892 -0.303 -0.093 0.094
H -2.8081 0.3404 -0.6013 0.981 -2.891 0.264 0.020
H -3.4146 1.2927 -1.8630 -0.152 0.558 -1.378 0.065
H -2.4657 3.9464 -0.4795 -0.257 1.367 -0.172 0.026
C 2.1511 -2.7574 3.4836 0.417 -1.462 -0.072 -0.015
C 2.2840 -3.2889 2.0653 9.248 -0.653 4.467 -0.659
C 3.0150 -4.6333 1.9519 2.650 0.202 1.155 -0.033
O 1.2939 -3.5646 1.3968 -11.300 -0.464 -5.240 -0.017
H 1.4926 -1.9673 3.3298 -1.247 1.743 0.473 0.011
H 3.1156 -2.3752 3.8789 -0.624 -0.428 -0.294 0.107
H 1.6906 -3.4931 4.1566 0.189 0.207 0.014 0.096
H 2.8357 -2.5299 1.5797 1.458 1.255 -0.624 0.115
H 3.9702 -4.6438 2.4819 0.304 -0.124 -0.073 0.077
H 3.2101 -4.9196 0.9049 -0.182 0.169 0.357 0.074
H 2.4121 -5.3805 2.4342 -0.486 -0.384 0.042 0.080
H 1.4850 -3.5010 0.4527 -0.461 -0.105 0.572 0.038
C 3.5735 -1.6545 -1.2122 -2.014 2.897 -1.794 0.012
C 2.6081 -2.4069 -2.1928 7.380 -5.411 4.609 -0.618
C 1.6852 -3.3492 -1.5418 -0.066 -0.076 3.802 -0.032
O 1.9677 -1.7107 -3.0047 -4.958 5.301 -6.854 -0.015
H 4.0859 -2.2499 -0.5379 0.820 -1.523 1.135 0.051
H 3.0264 -0.8728 -0.6404 -0.021 -0.637 -0.013 0.066
H 4.3052 -1.0236 -1.7541 -0.208 -0.668 -0.110 0.090
H 3.3285 -3.0101 -2.8008 0.118 -0.267 0.551 0.156
H 2.1880 -4.0774 -0.8176 -0.453 0.690 -1.426 0.112
H 1.1217 -3.8733 -2.2582 -0.759 -0.935 -0.854 0.084
H 0.9713 -2.6998 -0.9457 0.495 -0.810 -0.684 0.084
H 1.6188 -2.3184 -3.7086 0.220 1.209 0.740 0.173
C -1.5354 -2.4305 2.4724 3.137 -0.587 0.888 -0.148
O -2.5694 -2.7741 3.3532 -0.815 -1.184 0.027 -0.126
H -1.4157 -1.3338 2.3165 -0.684 -0.780 -0.046 0.076
H -1.5392 -3.0218 1.5450 -0.194 0.522 0.183 0.069
H -0.5753 -2.7343 3.0311 -0.973 0.562 -1.182 0.088
H -2.4365 -3.7372 3.5344 -0.475 1.349 0.035 0.126
C -1.5046 2.8334 -3.4728 -4.391 1.454 -1.341 -0.214
O -0.5265 2.6456 -2.6017 2.031 0.542 2.556 -0.115
H -1.3294 3.5902 -4.2697 0.208 -0.463 0.201 0.100
H -2.3432 3.2245 -2.8551 0.019 -0.033 -0.721 0.087
H -1.8971 1.9078 -3.8975 0.153 -0.117 -0.346 0.088
H 0.1051 2.1165 -3.0397 1.829 -1.343 -0.448 0.017